1.
# C3H3Cl2O3

C3H3Cl2O3 as an isolated structure in a non-equilibrium geometry (ωB97M-V/def2-TZVPD, OMol25).

LUMO: 0.1092 Ha
Total charge: -1
Relative energy (zero: lowest compared OMol25 entry of this formula, charge and spin): 11.2 kcal/mol
HOMO-LUMO gap: 0.293 Ha

Each line ends with the natural charge from an NBO analysis.
Atoms and positions in Å:
Cl -3.92366 2.01011 0.15565  -0.758
H -2.57551 0.88563 0.19503  0.471
O 3.19765 -1.25141 -0.10239  -0.554
H 0.27590 -0.42476 -1.36918  0.202
O -1.71348 0.10057 0.04378  -0.714
C -0.52195 0.54577 0.18772  0.415
Cl -0.21621 1.57233 1.61300  -0.106
O 1.28080 -2.42034 0.25733  -0.520
H 1.52299 0.52251 -0.47740  0.210
C 2.13681 -1.67069 0.08141  1.034
C 0.53667 0.13027 -0.58495  -0.679

---

2.
# C3H3Cl3

One molecule with the formula C3H3Cl3 in a non-equilibrium geometry (ωB97M-V/def2-TZVPD, OMol25).

SMILES: Cl/C=C(/Cl)CCl
LUMO: 0.0166 Ha
Total charge: 0
Relative energy (zero: lowest compared OMol25 entry of this formula, charge and spin): 6.5 kcal/mol
HOMO-LUMO gap: 0.375 Ha

Each line ends with the natural charge from an NBO analysis.
Atoms and positions in Å:
Cl -0.50480 0.78726 2.16832  0.023
C -0.01479 0.08556 0.59564  -0.053
C 0.17186 -1.24759 0.59292  -0.209
Cl -1.11771 2.22936 -0.82350  -0.089
C 0.05082 0.78006 -0.73793  -0.373
H -0.26098 0.08135 -1.45143  0.237
Cl 0.77022 -2.15381 -0.79385  -0.006
H 0.99475 1.29571 -0.97253  0.242
H -0.08936 -1.85789 1.42235  0.230

---

3.
# C3H3Cl3O2

One molecule with the formula C3H3Cl3O2 in a non-equilibrium geometry (ωB97M-V/def2-TZVPD, OMol25).

SMILES: CC(Cl)(Cl)OC(=O)Cl
LUMO: 0.0206 Ha
Total charge: 0
Relative energy (zero: lowest compared OMol25 entry of this formula, charge and spin): 0.0 kcal/mol
HOMO-LUMO gap: 0.430 Ha

Each line ends with the natural charge from an NBO analysis.
Atoms and positions in Å:
Cl 3.16292 1.16565 -0.21805  0.047
H -2.23528 -0.27021 -0.67951  0.241
Cl 0.18940 -1.62825 1.31985  -0.060
C 1.54298 0.89939 0.14223  0.711
O 0.99942 1.50886 0.99412  -0.519
O 1.05347 -0.13857 -0.58903  -0.527
Cl -0.33094 -2.00260 -1.52421  0.007
C -1.38964 0.09900 -0.02876  -0.669
H -1.67678 -0.06851 0.96893  0.243
H -1.22135 1.18987 -0.12962  0.246
C -0.09421 -0.75463 -0.25597  0.281

---

4.
# C3H3ClF2O

A 2-piece molecular cluster, C3H3ClF2O overall in a non-equilibrium geometry (ωB97M-V/def2-TZVPD, OMol25).

LUMO: -0.0096 Ha
Total charge: 0
Relative energy (zero: lowest compared OMol25 entry of this formula, charge and spin): 54.5 kcal/mol
HOMO-LUMO gap: 0.350 Ha

Each line ends with the natural charge from an NBO analysis.
Atoms and positions in Å:
C 0.22049 -1.02734 0.05213  0.654
H 1.68640 1.90573 -0.91454  0.468
Cl -2.49653 -0.38005 0.11559  0.058
C 0.09868 0.47343 -0.41141  0.021
H -0.23370 0.81874 -1.37715  0.195
F 1.15848 -1.12146 1.03060  -0.336
C -0.93444 -0.15024 0.58167  -0.339
H -0.82533 0.11420 1.54051  0.236
O 0.89118 1.48729 0.05282  -0.664
F 0.43476 -2.12030 -0.67021  -0.292

---

5.
# C3H3ClF2O2S

One molecule with the formula C3H3ClF2O2S in a non-equilibrium geometry (ωB97M-V/def2-TZVPD, OMol25).

LUMO: -0.0108 Ha
Total charge: 0
HOMO-LUMO gap: 0.351 Ha

Each line ends with the natural charge from an NBO analysis.
Atoms and positions in Å:
F 0.54565 3.06456 0.37487  -0.289
H 0.42070 -0.87869 0.98276  0.211
C -0.38845 2.24048 0.04636  0.759
H -1.43503 0.39693 -0.03217  0.243
H 1.36423 -0.43934 -0.48629  0.206
Cl 4.03112 -0.78844 -0.02971  -0.353
S 3.03068 1.16624 0.07454  1.618
F -1.46172 2.87382 -0.35749  -0.303
O 1.78948 0.72369 1.05899  -0.681
C 0.81756 -0.00338 0.41380  -0.118
O 2.49751 1.41136 -1.19613  -0.874
C -0.38045 0.90424 0.04028  -0.419

---

6.
# C3H3ClIN

One molecule with the formula C3H3ClIN in a non-equilibrium geometry (ωB97M-V/def2-TZVPD, OMol25).

SMILES: N#C[C@@H](Cl)CI
LUMO: 0.0043 Ha
Total charge: 0
Relative energy (zero: lowest compared OMol25 entry of this formula, charge and spin): 7.6 kcal/mol
HOMO-LUMO gap: 0.375 Ha

Each line ends with the natural charge from an NBO analysis.
Atoms and positions in Å:
I -0.75152 0.03563 2.28874  0.128
H 0.03177 1.56206 0.32898  0.249
Cl 0.17492 -0.25214 -2.14257  0.015
H 1.05905 0.17603 0.19568  0.238
H -0.82196 -1.42290 -0.30658  0.270
C -2.09504 0.29338 -0.67660  0.244
C 0.07088 0.46750 0.38763  -0.531
C -0.71971 -0.26314 -0.61890  -0.346
N -3.00210 1.00275 -0.80046  -0.267

---

7.
# C3H3ClN2

One molecule with the formula C3H3ClN2 in a non-equilibrium geometry (ωB97M-V/def2-TZVPD, OMol25).

SMILES: N#C/C(Cl)=C/N
LUMO: 0.0190 Ha
Total charge: 0
Relative energy (zero: lowest compared OMol25 entry of this formula, charge and spin): 11.3 kcal/mol
HOMO-LUMO gap: 0.343 Ha

Each line ends with the natural charge from an NBO analysis.
Atoms and positions in Å:
H -0.60061 1.31526 -1.61917  0.226
C 0.13448 0.16033 -0.07188  -0.286
H -2.86452 0.55545 -1.29322  0.398
Cl -0.09520 -1.11190 1.07239  0.022
N 2.58105 0.96397 -0.48003  -0.317
N -2.14825 0.27512 -0.68857  -0.771
C 1.47942 0.67061 -0.28055  0.251
H -2.44868 -0.32507 0.04186  0.402
C -0.86347 0.61623 -0.84422  0.076

---

8.
# C3H3ClN2O

One molecule with the formula C3H3ClN2O in a non-equilibrium geometry (ωB97M-V/def2-TZVPD, OMol25).

LUMO (alpha / beta): -0.0265 / -0.0398 Ha
Total charge: 0
Relative energy (zero: lowest compared OMol25 entry of this formula, charge and spin): 117.6 kcal/mol
HOMO-LUMO gap (alpha / beta): 0.316 / 0.266 Ha

Each line ends with the natural charge from an NBO analysis.
Atoms and positions in Å:
C 1.52578 -1.73100 -0.14564  0.754
N -0.84124 -1.20127 0.98443  -0.386
C 0.75257 -0.66830 -0.55102  -0.010
H 0.63651 -0.00098 1.61360  0.226
O 2.52184 -2.21199 0.19588  -0.375
H -0.26886 0.01960 -2.13754  0.361
C -0.03832 -0.08611 0.78132  -0.296
N 0.29486 -0.77664 -1.76247  -0.597
Cl -2.15513 -1.59992 -0.11230  0.103
H -0.41645 0.95140 0.64352  0.220

---

9.
# C3H3ClN2O2

One molecule with the formula C3H3ClN2O2 in a non-equilibrium geometry (ωB97M-V/def2-TZVPD, OMol25).

SMILES: N#C[C@@H](Cl)C[N+](=O)[O-]
LUMO: -0.0110 Ha
Total charge: 0
Relative energy (zero: lowest compared OMol25 entry of this formula, charge and spin): 94.3 kcal/mol
HOMO-LUMO gap: 0.423 Ha

Each line ends with the natural charge from an NBO analysis.
Atoms and positions in Å:
N -1.63121 -0.13731 -0.14070  0.539
C -0.31184 -0.58465 0.42852  -0.293
O -1.69033 0.16778 -1.30006  -0.375
N 1.63565 2.26486 0.53790  -0.246
O -2.54476 -0.11142 0.63127  -0.343
C 0.91320 -0.01997 -0.38945  -0.293
H -0.42197 -1.73362 0.24507  0.263
C 1.21607 1.32461 0.05475  0.221
Cl 2.41582 -1.04377 -0.06789  0.001
H 0.53468 0.05898 -1.37332  0.278
H -0.11531 -0.18550 1.37390  0.247

---

10.
# C3H3ClN2OS

A 2-piece molecular cluster, C3H3ClN2OS overall in a non-equilibrium geometry (ωB97M-V/def2-TZVPD, OMol25).

SMILES: [S-][N+]#CCl.CN=C=O
LUMO: -0.0270 Ha
Total charge: 0
Relative energy (zero: lowest compared OMol25 entry of this formula, charge and spin): 64.8 kcal/mol
HOMO-LUMO gap: 0.299 Ha

Each line ends with the natural charge from an NBO analysis.
Atoms and positions in Å:
C 2.25397 -2.94256 1.01653  0.179
S 0.14297 -3.99433 -0.25810  0.094
N 1.36902 0.57757 0.33845  -0.546
O 3.63020 1.07078 -0.04073  -0.526
H -0.61239 0.15227 0.34943  0.215
Cl 3.13033 -1.80172 1.77264  0.179
H 0.37405 -1.22574 0.91134  0.197
N 1.19582 -3.36331 0.65846  -0.446
H 0.33418 -0.93073 -0.62167  0.202
C 2.51663 0.78080 0.07603  0.854
C 0.33540 -0.40454 0.21399  -0.402

---

11.
# C3H3ClNO

An isolated ion of composition C3H3ClNO and charge +1 in a non-equilibrium geometry (ωB97M-V/def2-TZVPD, OMol25).

LUMO (alpha / beta): -0.2887 / -0.3031 Ha
Total charge: +1
Relative energy (zero: lowest compared OMol25 entry of this formula, charge and spin): 156.8 kcal/mol
HOMO-LUMO gap (alpha / beta): 0.247 / 0.215 Ha

Each line ends with the natural charge from an NBO analysis.
Atoms and positions in Å:
H -0.53814 -0.62101 -0.99599  0.296
Cl 3.34133 -1.33930 -1.88413  0.312
H -0.50048 1.04603 -0.44352  0.297
C 2.24447 -0.49888 -1.05607  0.088
H 0.33557 -1.25461 1.28294  0.239
O 1.08451 0.75819 -2.68232  -0.228
C 0.68565 -0.61479 0.50136  0.317
N 1.21811 0.23636 -1.61727  0.117
C 0.06718 0.10523 -0.60387  -0.440

---

12.
# C3H3ClNO

An isolated ion of composition C3H3ClNO and charge +1 in a non-equilibrium geometry (ωB97M-V/def2-TZVPD, OMol25).

SMILES: O=[N+]1C=C[C@H]1Cl
LUMO (alpha / beta): -0.2892 / -0.2892 Ha
Total charge: +1
Relative energy (zero: lowest compared OMol25 entry of this formula, charge and spin): 51.0 kcal/mol
HOMO-LUMO gap (alpha / beta): 0.315 / 0.315 Ha

Each line ends with the natural charge from an NBO analysis.
Atoms and positions in Å:
O -2.19628 0.28663 0.14468  -0.084
H 2.00647 -0.75280 0.08140  0.312
N -0.95815 0.21309 0.28208  0.257
C 0.28493 0.80208 -0.46994  -0.059
H -0.53790 -1.56885 1.52587  0.297
H 0.42227 1.82564 -0.38755  0.270
Cl 0.20162 0.32845 -2.26987  0.055
C 0.94983 -0.37307 0.24782  0.013
C -0.17280 -0.76117 0.84550  -0.061

---

13.
# C3H3ClNO2

A 3-piece molecular cluster, C3H3ClNO2 overall in a non-equilibrium geometry (ωB97M-V/def2-TZVPD, OMol25).

LUMO: 0.1361 Ha
Total charge: -1
Relative energy (zero: lowest compared OMol25 entry of this formula, charge and spin): 22.2 kcal/mol
HOMO-LUMO gap: 0.317 Ha

Each line ends with the natural charge from an NBO analysis.
Atoms and positions in Å:
H -3.08105 -0.05021 0.15177  0.257
C 0.52573 -0.64634 0.83761  -0.250
O 2.76896 -1.80732 0.73062  -0.572
Cl -2.20470 -2.33005 0.39413  -0.901
C 1.83277 -1.20355 0.46420  0.775
O 1.43458 -0.36520 -0.41299  -0.488
H 0.62861 0.25760 1.47850  0.176
N -2.49346 1.86452 0.97575  -0.396
C -2.72760 0.85065 0.49326  0.108
H -0.55422 -0.98782 0.63975  0.291

---

14.
# C3H3ClO

A 2-piece molecular cluster, C3H3ClO overall in a non-equilibrium geometry (ωB97M-V/def2-TZVPD, OMol25).

LUMO: 0.0149 Ha
Total charge: 0
Relative energy (zero: lowest compared OMol25 entry of this formula, charge and spin): 103.2 kcal/mol
HOMO-LUMO gap: 0.368 Ha

Each line ends with the natural charge from an NBO analysis.
Atoms and positions in Å:
O 0.45293 0.55055 1.66913  -0.619
H 1.48186 0.51075 1.63078  0.501
C -0.06634 -0.51207 1.52392  0.355
C -0.54948 -0.01156 -1.02700  -0.299
C -1.06028 0.74940 -1.92369  -0.209
H -0.13432 -0.99200 -0.76623  0.257
Cl 1.29248 -1.78781 1.51212  -0.228
H -1.41685 1.49275 -2.61903  0.242

---

15.
# C3H3ClO2

C3H3ClO2 as an isolated structure in a non-equilibrium geometry (ωB97M-V/def2-TZVPD, OMol25).

LUMO: 0.0142 Ha
Total charge: 0
Relative energy (zero: lowest compared OMol25 entry of this formula, charge and spin): 47.8 kcal/mol
HOMO-LUMO gap: 0.351 Ha

Each line ends with the natural charge from an NBO analysis.
Atoms and positions in Å:
Cl 1.73012 -1.45888 1.40717  0.127
C -0.45049 -0.63249 -0.31357  0.565
H -1.10148 1.14010 -1.07712  0.242
H 0.29751 0.67213 -1.78574  0.243
O 0.00479 0.12700 2.31778  -0.501
C 0.46116 -0.52170 1.41970  0.344
H 0.30584 1.34747 -0.12068  0.220
C -0.17881 0.76818 -0.85668  -0.730
O -1.06864 -1.44181 -0.99084  -0.511

---

16.
# C3H3ClO2

One molecule with the formula C3H3ClO2 in a non-equilibrium geometry (ωB97M-V/def2-TZVPD, OMol25).

SMILES: C[C@]12O[C@@]1(Cl)O2
LUMO: 0.0231 Ha
Total charge: 0
Relative energy (zero: lowest compared OMol25 entry of this formula, charge and spin): 98.4 kcal/mol
HOMO-LUMO gap: 0.370 Ha

Each line ends with the natural charge from an NBO analysis.
Atoms and positions in Å:
Cl 4.05002 0.72592 -0.01019  0.117
O 2.35206 -1.22758 -1.04468  -0.460
H -0.68980 -0.59944 -0.59208  0.249
H 0.19948 1.03722 -0.26922  0.247
H -0.29190 -0.04658 1.06690  0.267
C 2.83284 -0.38976 -0.01823  0.324
O 2.23828 -1.11850 1.09268  -0.502
C 0.11280 -0.01398 0.07607  -0.675
C 1.45659 -0.53590 -0.10013  0.434

---

17.
# C3H3ClO2

One molecule with the formula C3H3ClO2 in a non-equilibrium geometry (ωB97M-V/def2-TZVPD, OMol25).

SMILES: CC(=O)C(=O)Cl
LUMO: 0.0027 Ha
Total charge: 0
Relative energy (zero: lowest compared OMol25 entry of this formula, charge and spin): 23.2 kcal/mol
HOMO-LUMO gap: 0.370 Ha

Each line ends with the natural charge from an NBO analysis.
Atoms and positions in Å:
H -0.69341 -0.84422 -1.73861  0.250
C 0.58038 -0.45760 -0.16351  0.555
H -1.68627 -0.18979 -0.24624  0.256
C 0.32719 0.19219 1.36827  0.468
O 1.58539 -0.94579 -0.50909  -0.469
Cl 1.47665 1.56273 1.23584  -0.114
H -0.46820 0.73641 -1.26603  0.261
C -0.63762 -0.22457 -0.88966  -0.737
O -0.48411 0.17064 2.20903  -0.470

---

18.
# C3H3ClO2

One molecule with the formula C3H3ClO2 in a non-equilibrium geometry (ωB97M-V/def2-TZVPD, OMol25).

SMILES: O=CO/C=C\Cl
LUMO: 0.0248 Ha
Total charge: 0
Relative energy (zero: lowest compared OMol25 entry of this formula, charge and spin): 40.6 kcal/mol
HOMO-LUMO gap: 0.378 Ha

Each line ends with the natural charge from an NBO analysis.
Atoms and positions in Å:
Cl -1.26982 -0.75463 2.61751  0.005
C -0.12361 -0.51998 -0.04847  0.024
O 0.78435 0.43951 0.46003  -0.476
H 1.94399 1.87244 -0.53447  0.143
C 1.11230 1.14567 -0.69657  0.631
C -1.10445 -0.97905 0.84769  -0.253
H -0.15404 -0.51147 -1.15406  0.258
H -1.89850 -1.73593 0.36604  0.234
O 0.70979 1.04345 -1.85769  -0.565

---

19.
# C3H3ClOS

A 2-piece molecular cluster, C3H3ClOS overall in a non-equilibrium geometry (ωB97M-V/def2-TZVPD, OMol25).

SMILES: C=CCl.O=C=S
LUMO: 0.0202 Ha
Total charge: 0
Relative energy (zero: lowest compared OMol25 entry of this formula, charge and spin): 5.9 kcal/mol
HOMO-LUMO gap: 0.380 Ha

Each line ends with the natural charge from an NBO analysis.
Atoms and positions in Å:
H -0.99450 -0.26914 -1.54636  0.225
C -0.13019 0.12584 0.43392  -0.432
C -0.90510 -0.55387 -0.43510  -0.215
H 0.00996 0.18062 1.50497  0.221
C 3.36384 -1.18066 0.04610  0.455
S 3.55741 0.34449 -0.17561  -0.022
O 3.39755 -2.30276 0.15009  -0.431
H 0.49789 0.93342 0.10416  0.212
Cl -1.99342 -1.87300 -0.07836  -0.012

---

20.
# C3H3ClOS

C3H3ClOS as an isolated structure in a non-equilibrium geometry (ωB97M-V/def2-TZVPD, OMol25).

LUMO: -0.0223 Ha
Total charge: 0
Relative energy (zero: lowest compared OMol25 entry of this formula, charge and spin): 84.0 kcal/mol
HOMO-LUMO gap: 0.315 Ha

Each line ends with the natural charge from an NBO analysis.
Atoms and positions in Å:
H -0.28419 0.50869 2.30524  0.107
C -0.97857 -0.14060 -0.99487  -0.808
C -0.79838 -1.43156 -1.26835  0.733
O -0.58852 -2.58080 -1.41238  -0.454
C 1.40912 0.25981 1.03583  -0.358
H -0.21169 0.39809 -0.49627  0.248
Cl 2.72164 1.05233 0.35929  0.047
H -1.79201 0.57562 -1.43940  0.271
S 0.52259 1.35841 1.91092  0.215